Record 1
DFT (the ωB97M-V functional and the def2-TZVPD basis) results for C5H8N as an isolated structure in a non-equilibrium geometry.

Last column: Mulliken charge in e.
CARTESIAN COORDINATES (ANGSTROEM)
C1 0.483 0.192 0.185  0.7420
C2 -0.198 -1.199 0.033  -0.5541
C3 -1.771 0.804 -0.405  -0.2559
C4 -1.456 -0.332 0.406  -0.0884
C5 1.788 0.578 -0.025  -1.1267
N1 -0.601 0.903 0.424  -0.3429
H1 -0.392 -1.655 -1.026  0.2729
H2 -0.104 -1.986 0.726  0.3472
H3 -1.438 0.644 -1.403  0.2480
H4 -2.391 1.575 -0.105  0.3110
H5 -2.063 -0.540 1.244  0.3361
H6 1.878 0.652 -1.115  0.3488
H7 2.522 -0.096 0.352  0.3797
H8 1.770 1.624 0.255  0.3822

Values from the calculation:
* molecular weight: 82.13 g mol⁻¹
* relative energy (zero: lowest compared OMol25 entry of this formula, charge and spin): 417.8 kJ/mol
* total energy: -249.66601 Eh
* E_HOMO: -15.6 eV
* charge: +1

---

Record 2
DFT (the ωB97M-V functional and the def2-TZVPD basis) results for one molecule with the formula C26H27NO4 in a non-equilibrium geometry.

Last column: Mulliken charge in e.
CARTESIAN COORDINATES (ANGSTROEM)
C1 0.370 -4.292 3.482  -1.2194
C2 0.357 -3.754 2.084  0.0087
O1 0.063 -2.339 2.205  -0.3284
C3 -0.282 -1.782 1.023  -0.4791
O2 -0.859 -2.380 0.137  -0.6258
C4 0.156 -0.327 0.954  1.3677
N1 -1.023 0.394 0.535  -0.4920
C5 -1.269 1.658 0.666  0.3268
C6 -1.931 2.248 -0.529  0.5905
C7 -1.895 3.616 -0.860  -0.4508
C8 -2.525 4.070 -2.023  -0.8310
C9 -3.171 3.165 -2.872  -0.3958
C10 -3.192 1.797 -2.560  -0.7860
C11 -2.559 1.347 -1.401  -0.3490
C12 -1.028 2.518 1.862  0.8760
C13 -1.943 3.551 2.161  -0.3923
C14 -1.723 4.437 3.216  -0.8278
C15 -0.603 4.267 4.043  -0.4071
C16 0.276 3.204 3.806  -1.1191
C17 0.052 2.324 2.739  -0.0527
C18 1.320 -0.134 0.091  0.0713
O3 1.274 1.073 -0.653  -0.3396
C19 2.004 2.197 -0.145  -0.8087
C20 1.495 -1.263 -0.923  -0.5703
C21 2.343 -2.322 -0.582  -0.1318
C22 2.673 -3.284 -1.515  -1.0234
C23 2.035 -3.272 -2.779  0.7651
O4 2.206 -4.375 -3.552  -0.4481
C24 1.286 -4.607 -4.639  -0.8161
C25 1.224 -2.164 -3.143  -0.5680
C26 0.906 -1.206 -2.184  -0.3557
H1 1.042 -5.147 3.541  0.3734
H2 0.684 -3.530 4.204  0.2946
H3 -0.635 -4.636 3.743  0.3034
H4 1.339 -3.836 1.593  0.1076
H5 -0.410 -4.224 1.459  0.3268
H6 0.432 -0.070 1.986  0.0823
H7 -1.361 4.309 -0.208  0.4875
H8 -2.503 5.138 -2.257  0.3810
H9 -3.658 3.525 -3.775  0.3760
H10 -3.696 1.077 -3.205  0.4084
H11 -2.521 0.284 -1.156  0.4797
H12 -2.838 3.664 1.546  0.6033
H13 -2.428 5.253 3.394  0.3786
H14 -0.416 4.960 4.864  0.3780
H15 1.152 3.050 4.443  0.3839
H16 0.748 1.501 2.582  0.3520
H17 2.198 -0.144 0.766  0.5475
H18 1.361 3.080 -0.254  0.1800
H19 2.290 2.086 0.914  0.3646
H20 2.914 2.327 -0.743  0.2871
H21 2.735 -2.379 0.438  0.5927
H22 3.339 -4.106 -1.267  0.4087
H23 1.478 -5.644 -4.913  0.2458
H24 0.239 -4.470 -4.326  0.3687
H25 1.510 -3.932 -5.475  0.3037
H26 0.787 -2.085 -4.139  0.3648
H27 0.183 -0.414 -2.398  0.4320

Values from the calculation:
* molecular weight: 417.50 g mol⁻¹
* relative energy (zero: lowest compared OMol25 entry of this formula, charge and spin): 224.4 kJ/mol
* total energy: -1362.57996 Eh
* E_HOMO: -7.9 eV

---

Record 3
DFT (the ωB97M-V functional and the def2-TZVPD basis) results for one molecule with the formula C25H21N3O5S in a non-equilibrium geometry.

Last column: Mulliken charge in e.
CARTESIAN COORDINATES (ANGSTROEM)
N1 -1.763 3.340 1.063  -0.5464
C1 -1.698 2.202 1.195  -0.6042
C2 -1.570 0.808 1.376  0.2865
C3 -0.952 0.328 2.531  -0.1510
C4 -0.763 -1.030 2.702  -0.8890
C5 -1.206 -1.912 1.726  -0.6614
C6 -1.837 -1.451 0.584  -0.6342
C7 -2.022 -0.088 0.389  1.4714
S1 -2.800 0.608 -1.035  -0.2385
C8 -3.159 -0.851 -2.006  0.3605
C9 -4.463 -1.319 -2.022  -0.3750
C10 -4.785 -2.454 -2.746  -0.6352
C11 -3.798 -3.135 -3.442  -0.6338
C12 -2.495 -2.670 -3.429  -0.5858
C13 -2.166 -1.515 -2.726  0.5159
C14 -0.773 -0.994 -2.797  0.5451
O1 -0.478 0.159 -2.986  -0.5895
O2 0.111 -1.984 -2.654  -0.3212
C15 1.502 -1.696 -2.780  -0.9672
C16 2.215 -1.940 -1.440  1.0676
O3 2.875 -2.948 -1.286  -0.6950
N2 2.050 -1.027 -0.463  0.1750
C17 1.378 0.249 -0.534  0.4381
C18 2.308 1.378 -0.061  -1.5660
N3 2.786 1.091 1.269  0.2349
C19 2.237 1.584 2.418  0.6359
O4 2.326 0.995 3.481  -0.6722
C20 1.615 2.922 2.328  0.0184
C21 1.961 4.061 1.643  -0.1040
C22 1.083 5.071 2.089  -0.4667
C23 0.273 4.480 3.011  -0.6776
O5 0.595 3.195 3.171  -0.2711
C24 3.482 -0.180 1.332  -1.1423
C25 2.569 -1.312 0.864  -0.4190
H1 -0.608 1.029 3.277  0.6119
H2 -0.272 -1.394 3.590  0.3797
H3 -1.062 -2.975 1.852  0.4042
H4 -2.182 -2.157 -0.155  0.4203
H5 -5.217 -0.789 -1.461  0.4946
H6 -5.803 -2.811 -2.759  0.3986
H7 -4.044 -4.027 -3.997  0.4155
H8 -1.722 -3.189 -3.974  0.4851
H9 1.644 -0.682 -3.164  0.4926
H10 1.907 -2.424 -3.488  0.3485
H11 0.510 0.222 0.134  -0.7161
H12 1.030 0.477 -1.538  0.6093
H13 3.169 1.456 -0.734  0.2134
H14 1.752 2.313 -0.075  0.5584
H15 2.758 4.169 0.936  0.6263
H16 1.058 6.091 1.765  0.4671
H17 -0.547 4.858 3.587  0.5071
H18 4.367 -0.120 0.692  0.3726
H19 3.783 -0.350 2.366  0.5047
H20 1.727 -1.407 1.559  -0.0490
H21 3.113 -2.256 0.817  0.5521

Values from the calculation:
* molecular weight: 475.53 g mol⁻¹
* relative energy (zero: lowest compared OMol25 entry of this formula, charge and spin): 208.6 kJ/mol
* total energy: -1903.94781 Eh
* E_HOMO: -8.7 eV

---

Record 4
DFT (the ωB97M-V functional and the def2-TZVPD basis) results for one molecule with the formula C2HN3OS2 in a non-equilibrium geometry.

Last column: Mulliken charge in e.
CARTESIAN COORDINATES (ANGSTROEM)
S1 -2.751 -1.257 0.039  -0.2494
C1 -1.322 -0.552 -0.087  0.4956
N1 -1.357 0.822 -0.233  -0.0740
N2 -0.305 1.498 -0.202  -0.3692
N3 0.792 0.896 0.373  0.0227
C2 1.086 -0.520 0.137  0.3562
S2 2.461 -1.247 -0.116  -0.2648
O1 -0.178 -1.130 -0.019  -0.2392
H1 1.572 1.490 0.107  0.3222

Values from the calculation:
* molecular weight: 147.18 g mol⁻¹
* relative energy (zero: lowest compared OMol25 entry of this formula, charge and spin): 56.8 kJ/mol
* total energy: -1112.58948 Eh
* E_HOMO: -9.4 eV

---

Record 5
DFT (the ωB97M-V functional and the def2-TZVPD basis) results for C15H18N8O2Pb as an isolated structure in a non-equilibrium geometry.

Last column: Mulliken charge in e.
CARTESIAN COORDINATES (ANGSTROEM)
N1 1.577 -0.109 -2.155  -0.2555
C1 2.476 -0.387 -2.839  0.2942
C2 3.579 -0.740 -3.690  -0.9605
H1 4.457 -0.974 -3.085  0.3258
H2 3.818 0.097 -4.350  0.3381
H3 3.316 -1.609 -4.295  0.3329
N2 -2.893 1.209 -1.096  -0.3274
C3 -3.926 1.548 -1.492  0.3557
C4 -5.212 1.965 -1.983  -0.9260
H4 -5.087 2.769 -2.712  0.3344
H5 -5.824 2.329 -1.154  0.3363
H6 -5.717 1.121 -2.461  0.3328
N3 -0.280 -0.156 2.669  -0.2348
C5 -0.069 -0.448 3.766  0.2548
C6 0.186 -0.828 5.134  -0.9301
H7 -0.624 -1.461 5.497  0.3330
H8 0.250 0.066 5.758  0.3273
H9 1.130 -1.373 5.199  0.3193
Pb1 -0.177 0.723 -0.057  1.4540
C7 -2.245 -1.191 0.689  0.2174
O1 -2.982 -1.988 1.050  -0.1407
C8 -1.203 -1.155 -2.040  0.2139
O2 -1.490 -1.948 -2.806  -0.1316
C9 0.908 2.806 -1.128  -0.3332
C10 1.734 2.401 -0.058  -0.2341
C11 1.222 2.388 1.261  -0.2041
C12 -0.112 2.780 1.501  -0.3009
C13 -0.939 3.163 0.426  -0.3636
C14 -0.430 3.175 -0.886  -0.3583
H10 1.290 2.806 -2.153  0.5029
H11 2.765 2.084 -0.251  0.5141
H12 1.855 2.061 2.093  0.5048
H13 -0.520 2.762 2.515  0.4989
H14 -1.981 3.435 0.609  0.5101
H15 -1.079 3.458 -1.719  0.5073
N4 2.819 -3.882 1.291  -0.2333
N5 1.783 -3.400 0.501  0.7499
N6 0.751 -4.237 0.203  -0.5105
C15 -0.200 -3.335 -0.116  -0.2522
N7 0.176 -2.068 0.058  0.1160
N8 1.440 -2.102 0.529  -0.1798
H16 3.620 -3.266 1.209  0.3480
H17 3.011 -4.843 1.035  0.3863
H18 -1.177 -3.649 -0.466  0.4686

Values from the calculation:
* molecular weight: 549.56 g mol⁻¹
* relative energy (zero: lowest compared OMol25 entry of this formula, charge and spin): 202.0 kJ/mol
* total energy: -1361.88805 Eh
* E_HOMO (alpha / beta): -23.2 / -23.1 eV
* charge: +4